Record 1
C48H60AgN6OS | ωB97M-V/def2-TZVPD

Geometry as XYZ:
```
117
Properties=species:S:1:pos:R:3:forces:R:3
Ag -0.137555 -0.264004 0.035809 0.562 0.301 -0.300
C 5.900737 -0.665991 -1.915953 0.040 0.057 0.113
C 5.767094 -0.104452 -0.494981 -0.102 -0.055 -0.086
C 4.438826 -0.378027 0.142638 0.058 0.033 0.157
C 4.149819 -1.281619 1.123326 0.066 -0.096 -0.177
C 5.088095 -2.237500 1.795316 0.012 0.156 0.143
C 5.651276 -1.674069 3.106818 -0.034 -0.076 -0.085
C 2.733669 -1.115217 1.428582 0.010 0.160 0.027
C 2.046525 -1.781500 2.452334 -0.029 -0.111 -0.088
C 0.716009 -1.612662 2.836862 -0.031 0.000 0.046
C 0.001206 -2.441943 3.806277 -0.063 -0.115 0.012
C 0.584081 -3.587709 4.574598 0.045 0.134 0.078
C 1.346046 -3.125092 5.822868 -0.043 -0.087 -0.093
C -1.277305 -1.978107 3.836761 -0.007 0.068 0.094
C -1.329536 -0.858646 2.894823 0.205 -0.055 0.009
C -2.468165 -0.098209 2.610496 -0.096 0.026 -0.104
C -2.634418 0.872305 1.618475 0.083 0.080 0.093
N -1.679317 1.267455 0.751593 -0.158 0.069 0.025
C -2.219697 2.200538 -0.062770 0.077 0.034 0.063
C -1.530687 2.871773 -1.074533 -0.036 -0.005 0.048
C -0.186921 2.720859 -1.444313 0.052 -0.091 -0.002
N 0.632549 1.734192 -1.030017 -0.055 0.051 0.193
C 1.885636 2.049203 -1.427197 0.018 -0.109 -0.135
C 3.047305 1.352457 -1.082195 -0.082 0.033 0.042
C 3.188542 0.317023 -0.149634 0.004 -0.146 -0.051
N 2.197954 -0.175474 0.620829 0.119 0.030 0.048
C 1.860039 3.275833 -2.218041 -0.020 0.101 0.028
C 0.564304 3.690621 -2.235764 0.073 -0.004 -0.140
C 0.015104 4.946710 -2.839684 0.027 0.038 0.201
C -0.018931 6.097691 -1.824863 -0.031 -0.060 -0.121
C 3.045760 3.932647 -2.856711 -0.078 -0.150 -0.112
C 3.415643 3.272158 -4.191447 0.024 0.088 0.098
C -3.618662 2.420168 0.300193 -0.149 -0.057 0.015
C -3.879181 1.583729 1.340697 -0.056 0.037 -0.079
C -5.171695 1.365817 2.059879 0.096 0.080 0.046
C -5.263261 2.154805 3.370925 -0.019 -0.059 -0.076
C -4.553516 3.372699 -0.378689 0.106 0.085 0.142
C -4.432124 4.799804 0.171409 -0.042 -0.070 -0.081
N -0.121515 -0.690571 2.319661 -0.101 0.057 0.256
C -2.454928 -2.518745 4.587698 0.016 -0.102 -0.156
C -3.352137 -3.382924 3.688414 0.019 0.066 0.109
H 6.862637 -0.383967 -2.351361 -0.020 -0.030 -0.055
H 5.104601 -0.284056 -2.556339 0.000 -0.009 -0.025
H 5.837690 -1.756620 -1.907930 -0.028 -0.004 -0.005
H 5.921956 0.978052 -0.529475 0.083 -0.009 0.020
H 6.563851 -0.522497 0.126098 0.019 0.070 0.022
H 5.917508 -2.473826 1.121874 -0.024 -0.056 -0.001
H 4.568184 -3.177175 2.007172 0.022 -0.010 -0.048
H 6.238237 -0.775499 2.910202 -0.003 0.016 0.019
H 6.289500 -2.403166 3.612802 -0.002 0.025 0.017
H 4.834354 -1.397772 3.774443 0.024 0.005 0.032
H 2.611808 -2.534304 2.994354 -0.014 -0.026 -0.017
H 1.265170 -4.149920 3.927906 -0.040 -0.039 0.007
H -0.212975 -4.274666 4.873080 0.023 -0.029 -0.027
H 2.136542 -2.426862 5.544365 0.011 0.003 0.033
H 1.793546 -3.972776 6.348383 0.017 0.035 0.023
H 0.670132 -2.608972 6.506246 0.018 0.019 0.016
H -3.350757 -0.324747 3.199038 -0.027 -0.041 -0.028
H -2.079236 3.659588 -1.582594 -0.001 0.004 0.002
H 3.967862 1.704251 -1.538096 0.000 0.002 -0.028
H -0.996953 4.766434 -3.211680 0.008 0.005 -0.051
H 0.621787 5.242436 -3.699845 -0.025 -0.024 -0.032
H -0.611254 5.811357 -0.955005 -0.001 0.030 0.015
H -0.449171 7.001621 -2.263983 0.004 0.009 0.038
H 0.990839 6.324184 -1.478551 -0.004 0.014 0.017
H 3.901562 3.880965 -2.179032 0.015 0.055 0.000
H 2.837931 4.992489 -3.025045 0.016 0.013 0.031
H 3.636448 2.214544 -4.039739 0.005 -0.010 -0.031
H 4.287663 3.751821 -4.643702 -0.003 -0.033 -0.020
H 2.579635 3.341227 -4.889459 0.004 -0.017 -0.018
H -5.277133 0.297558 2.263823 -0.063 -0.006 -0.026
H -6.002401 1.646908 1.407013 -0.017 -0.028 0.012
H -4.434727 1.891878 4.030293 -0.006 0.023 0.016
H -6.202058 1.949419 3.891443 0.011 0.014 0.016
H -5.205471 3.226734 3.173373 0.010 0.006 0.036
H -5.583333 3.027635 -0.253667 -0.003 -0.013 -0.065
H -4.343730 3.384946 -1.451933 -0.060 -0.019 -0.020
H -4.721802 4.825459 1.222998 0.034 0.017 0.012
H -5.073043 5.493431 -0.379173 0.014 0.014 0.015
H -3.400060 5.146214 0.098621 -0.008 0.028 0.017
H -3.049074 -1.693033 4.987636 0.026 0.013 0.044
H -2.117746 -3.111978 5.441977 -0.014 0.040 0.036
H -3.602672 -2.840767 2.774595 -0.032 -0.011 -0.004
H -4.280665 -3.648214 4.200524 0.001 -0.043 -0.036
H -2.837791 -4.305390 3.408226 0.006 0.019 -0.029
C 2.060246 -1.984113 -2.232161 0.036 0.022 0.091
C 1.539426 -2.838625 -1.133077 -0.046 -0.073 -0.038
N 0.400129 -2.673667 -0.501376 0.130 -0.155 -0.098
C 0.299729 -3.709464 0.396765 0.078 -0.119 -0.047
C 1.382287 -4.524762 0.289149 -0.034 -0.014 0.159
N 2.171104 -3.954663 -0.686518 -0.065 0.020 -0.036
H 1.525440 -1.035072 -2.223344 0.010 0.013 -0.022
H 1.920522 -2.469186 -3.202301 -0.006 0.017 -0.003
H 3.121947 -1.779072 -2.086924 -0.006 0.031 -0.010
H -0.537836 -3.790995 1.071289 0.022 0.036 0.051
H 1.669567 -5.415919 0.820316 0.020 0.043 -0.002
H 3.085403 -4.259453 -0.965137 0.038 0.020 -0.019
C -1.862670 0.363287 -6.043048 0.079 -0.022 0.111
C -1.992312 -0.181519 -4.644832 -0.069 0.044 -0.002
C -2.770899 0.464694 -3.692674 0.055 -0.038 -0.077
C -2.899559 -0.042899 -2.408574 -0.067 -0.015 0.198
C -2.234028 -1.204444 -2.055762 0.052 -0.045 -0.025
C -1.442105 -1.859338 -2.991779 0.065 0.005 0.000
C -1.332355 -1.351489 -4.275402 0.010 0.009 0.032
S -2.501942 -1.786857 -0.358208 -0.607 -0.795 -0.681
C -2.793118 -3.552394 -0.819475 0.247 0.370 0.159
O -3.872272 -1.311514 -0.044872 -0.382 0.202 0.264
H -2.557531 1.187289 -6.201401 0.000 -0.005 -0.050
H -2.063038 -0.413901 -6.782630 -0.022 0.031 -0.034
H -0.851050 0.735208 -6.221178 -0.013 0.013 -0.010
H -3.287638 1.380477 -3.957708 0.005 0.004 0.012
H -3.517184 0.448370 -1.666202 -0.008 -0.008 -0.044
H -0.902676 -2.754274 -2.717725 0.000 -0.034 -0.005
H -0.722582 -1.874726 -5.005044 0.007 0.009 0.006
H -3.500403 -3.585955 -1.645645 -0.018 0.094 0.009
H -3.231211 -3.998284 0.073369 0.040 0.008 0.012
H -1.857491 -4.045761 -1.068310 -0.004 -0.027 -0.033
```
Positions in Å, forces in eV/Å.

gap between HOMO and LUMO = 5.53 eV
multiplicity = 1
total charge = -1
HOMO = -3.18 eV

Record 2
C48H60AuIN3O4SSiTe | ωB97M-V/def2-TZVPD

Geometry as XYZ:
```
120
Properties=species:S:1:pos:R:3:forces:R:3
Au 0.074205 0.168416 0.243903 0.451 -1.593 -0.646
C 4.823899 1.348123 -0.261316 -0.019 -0.042 0.071
C 4.068303 0.088530 -0.662778 0.048 0.060 -0.049
C 5.015484 -1.105718 -0.713580 -0.119 0.019 0.041
C 3.380524 0.298340 -2.006078 -0.080 -0.026 0.091
O 3.003705 -0.149303 0.278683 0.389 -0.071 0.002
Si 2.960327 -0.614564 1.846296 -0.764 0.212 -0.030
S 0.849789 -0.723972 2.246319 0.214 0.443 0.245
O 3.761294 0.367037 2.874311 0.053 0.026 -0.013
C 3.549867 1.623498 3.544012 -0.030 0.008 0.049
C 3.349068 1.316614 5.022820 0.023 -0.118 -0.078
C 2.341857 2.366518 2.994711 -0.027 -0.178 -0.111
C 4.812540 2.449004 3.337536 0.056 -0.060 -0.053
O 3.648713 -2.083660 1.978249 0.132 -0.142 -0.099
C 4.056570 -2.863882 3.114146 0.074 0.075 0.091
C 4.145533 -4.301823 2.627556 -0.055 0.016 -0.046
C 5.424558 -2.369045 3.575099 -0.038 0.030 -0.063
C 3.033973 -2.743142 4.239589 -0.068 0.101 -0.109
H 5.593026 1.578058 -1.002525 -0.029 0.008 0.022
H 5.304025 1.212169 0.709591 -0.014 0.019 -0.040
H 4.127904 2.187964 -0.206823 0.044 -0.006 0.015
H 5.756680 -0.957305 -1.502373 -0.027 -0.023 0.031
H 4.451916 -2.018812 -0.917869 0.071 0.026 -0.002
H 5.532179 -1.227213 0.240897 -0.005 -0.028 -0.058
H 4.111967 0.541917 -2.780313 -0.045 -0.004 0.027
H 2.652133 1.109920 -1.924688 0.062 -0.010 -0.028
H 2.846288 -0.608180 -2.292995 -0.005 0.040 -0.040
H 2.464434 0.688278 5.148047 0.016 0.036 0.037
H 3.210895 2.240081 5.588263 -0.005 -0.032 0.008
H 4.218192 0.784607 5.416868 -0.036 0.031 0.020
H 1.418068 1.848157 3.241815 -0.055 0.017 0.031
H 2.396623 2.420883 1.904414 0.001 0.007 0.087
H 2.304387 3.375598 3.407370 0.020 0.037 -0.060
H 5.689528 1.860268 3.614710 -0.010 0.055 0.019
H 4.779351 3.352646 3.949694 0.013 -0.029 -0.015
H 4.911394 2.743483 2.290974 -0.006 0.008 0.048
H 4.843105 -4.369583 1.790542 -0.020 -0.014 0.028
H 3.164317 -4.647533 2.294258 0.039 -0.008 0.018
H 4.493810 -4.950865 3.433632 -0.009 -0.007 -0.050
H 6.160811 -2.511758 2.780422 -0.010 0.005 0.046
H 5.752252 -2.915196 4.462864 -0.003 0.007 -0.048
H 5.366460 -1.305745 3.809667 0.038 -0.036 0.033
H 2.031788 -2.957776 3.861740 0.044 -0.044 0.044
H 3.034278 -1.728049 4.646676 -0.002 -0.063 0.020
H 3.268575 -3.444951 5.042018 0.003 0.052 0.001
I -6.240643 -2.504373 -0.674690 0.101 0.085 0.004
C -4.979210 -0.921710 -0.152516 -0.156 -0.119 -0.020
C -5.505234 0.311250 0.193819 0.044 0.046 0.011
C -4.623281 1.320472 0.546899 -0.021 -0.014 0.011
C -3.263587 1.050348 0.551716 0.033 -0.133 -0.019
N -2.758994 -0.140210 0.222028 -0.335 -0.046 -0.059
C -3.604646 -1.106458 -0.131770 0.015 0.180 0.058
H -6.573912 0.480538 0.190444 0.020 -0.009 -0.008
H -4.989453 2.300256 0.825242 0.029 -0.012 -0.011
H -2.539248 1.811595 0.822321 -0.022 -0.017 0.003
H -3.180978 -2.066389 -0.410918 -0.004 0.030 0.032
C -2.117654 9.797807 4.038474 0.013 -0.066 -0.099
C -1.648404 8.640065 3.194967 0.015 0.041 0.056
C -0.377681 8.103481 3.350674 -0.032 0.017 -0.093
C 0.059364 7.009796 2.606550 0.104 -0.030 -0.011
C 1.449414 6.484371 2.888498 -0.201 0.013 0.062
C -0.809122 6.425815 1.671676 -0.196 -0.179 0.036
Te -0.279261 4.399387 0.913101 0.318 0.436 0.167
N -0.242747 2.389305 -0.250872 -0.231 -0.234 -0.305
C -0.587758 2.038443 -1.460169 -0.036 0.334 0.282
O -0.457957 0.786597 -1.762418 0.124 -0.035 0.320
C -1.148148 2.909489 -2.533191 0.019 -0.103 -0.058
C -2.175031 3.811274 -2.294107 -0.089 -0.080 0.003
C -2.758951 4.503395 -3.346442 -0.021 0.023 -0.005
C -2.322186 4.292923 -4.645860 0.006 -0.047 -0.002
C -1.288865 3.395536 -4.890317 0.027 0.017 0.049
C -0.708763 2.702628 -3.839599 0.033 -0.003 -0.007
C 1.274094 5.121784 -0.343135 0.121 0.099 -0.103
C 2.541089 4.583480 -0.125373 -0.087 -0.077 0.029
C 3.642457 5.022801 -0.843734 -0.012 -0.013 -0.015
C 3.479958 6.020304 -1.791712 0.000 0.025 -0.018
C 2.220758 6.555136 -2.018259 0.013 -0.049 0.049
C 1.098383 6.123727 -1.310781 -0.066 -0.039 0.077
C -0.235569 6.758734 -1.597505 0.194 0.025 0.070
C -2.086150 6.973245 1.485975 -0.010 -0.119 -0.148
C -3.074106 6.435082 0.475213 0.038 0.119 0.145
C -2.481045 8.074196 2.241174 0.031 -0.014 -0.007
H -1.429948 9.986784 4.861891 -0.012 0.020 -0.007
H -3.105247 9.592280 4.454646 0.022 0.030 0.011
H -2.195391 10.709298 3.442019 0.010 0.001 0.023
H 0.298171 8.537820 4.081104 -0.020 0.000 -0.008
H 2.077198 7.277564 3.294958 -0.009 0.000 -0.016
H 1.929968 6.090181 1.996685 0.048 -0.003 0.008
H 1.401845 5.688669 3.636914 0.047 -0.058 -0.058
H -2.549406 3.937122 -1.287280 0.042 0.007 0.016
H -3.559784 5.206431 -3.149866 -0.016 -0.056 -0.003
H -2.804156 4.803353 -5.470170 0.060 0.057 0.019
H -0.942148 3.224152 -5.901665 -0.017 0.015 0.012
H 0.077334 1.979405 -4.020664 -0.032 0.018 0.000
H 2.668438 3.819721 0.632060 0.008 0.089 -0.081
H 4.617896 4.590193 -0.655288 -0.027 0.019 -0.010
H 4.331837 6.386190 -2.352940 -0.041 -0.023 0.009
H 2.095992 7.334011 -2.762316 -0.001 -0.027 0.011
H -0.176878 7.401108 -2.476671 0.010 -0.042 0.013
H -0.555125 7.364521 -0.748640 -0.051 0.013 -0.024
H -0.989708 5.997503 -1.779407 -0.100 -0.020 0.012
H -2.742591 5.487079 0.062252 -0.026 -0.026 -0.028
H -3.197384 7.139848 -0.351310 0.015 -0.032 0.000
H -4.055111 6.292154 0.933657 0.029 -0.007 -0.025
H -3.473552 8.489076 2.084538 0.025 -0.030 0.024
C -0.017711 -2.302883 -0.186996 -0.016 1.912 0.698
C 0.480326 -2.413420 -1.518187 0.210 -0.145 -0.713
C 1.725644 -3.026909 -1.754295 -0.207 0.001 0.236
C 2.207313 -3.181630 -3.034040 0.128 0.000 -0.193
C 1.475807 -2.690902 -4.119056 -0.098 0.006 0.205
C 0.238395 -2.077667 -3.903184 0.069 0.011 -0.233
C -0.253878 -1.945468 -2.625408 -0.054 -0.084 0.352
C 1.994816 -2.814565 -5.453566 -0.022 -0.034 -0.016
N 2.407074 -2.913047 -6.522583 -0.014 0.014 0.063
H 0.553454 -2.708096 0.635299 -0.078 -0.157 -0.088
H -1.063740 -2.100425 0.006913 -0.044 -0.385 -0.123
H 2.292939 -3.388791 -0.904291 0.037 0.009 -0.036
H 3.155553 -3.670470 -3.214969 0.013 0.025 0.041
H -0.323232 -1.709140 -4.751663 -0.008 0.019 0.038
H -1.203346 -1.456676 -2.446938 0.035 0.004 -0.091
```
Positions in Å, forces in eV/Å.

expectation value of S² = 0.8928
gap between HOMO and LUMO (spin up / spin down) = 5.82 / 5.68 eV
multiplicity = 2
total charge = 0
HOMO (spin up / spin down) = -7.32 / -7.67 eV

Molecular weight (computed, g mol⁻¹): 876.98 1254.65